ORCA calculation (wB97M-V/def2-TZVPD) on a cluster of 2 separate species, C19H39ClFIN2O7P in total.

Its gap between HOMO and LUMO is 9.1419 eV. The strongest force on any atom comes out at 0.6 eV/A. Its LUMO energy is -0.1150 Eh. The multiplicity is 1. Its charge is +1.

Each atom is followed by the atoms it is bonded to, with distances in Å.
Atoms and positions in Å:
1 H -2.08 -1.85 -0.37  C37 1.097
2 H 6.59 1.15 -0.51  O41 0.963
3 I 3.47 -4.19 -1.33  C68 2.125
4 H -5.56 2.38 1.66  C34 1.096
5 C -4.98 2.01 -0.35  H13 1.100, C34 1.544, H38 1.094, H43 1.093
6 O -2.30 -2.78 1.49  C37 1.420, N45 1.486
7 H 0.22 3.34 2.05  O18 0.965
8 H -0.85 -3.02 0.05  C37 1.090
9 H -0.22 -1.59 2.05  C47 1.095
10 O -1.24 1.79 -1.46  P26 1.643, H29 0.966
11 H 2.54 1.99 0.19  C39 1.090
12 H 1.98 -1.81 -2.91  C55 1.094
13 H -4.33 2.59 -1.02  C5 1.100
14 O 3.03 1.23 -3.84  C30 1.429, H63 0.956
15 H 0.42 0.30 -2.94  C23 1.101
16 C 1.12 0.54 0.92  H19 1.101, C39 1.544, N40 1.531, C56 1.536
17 H -4.76 0.34 2.09  C53 1.096
18 O 0.82 2.63 1.79  H7 0.965, C56 1.406
19 H 1.22 0.28 1.99  C16 1.101
20 H 2.25 -3.61 1.42  C71 1.099
21 H 3.56 -0.65 -4.49  C30 1.094
22 H 0.54 -3.50 1.33  C71 1.095
23 C 1.11 0.02 -2.12  H15 1.101, H54 1.086, C55 1.536, C69 1.524
24 H 0.20 -1.79 -1.45  C69 1.096
25 H -3.51 1.36 2.76  C53 1.093
26 P -0.62 2.82 -0.34  O10 1.643, Cl52 2.036, C56 1.919
27 C -3.84 3.57 1.36  C34 1.550, H35 1.095, H57 1.093, H61 1.093
28 H 5.88 -0.07 -1.08  O41 0.962
29 H -2.18 1.95 -1.54  O10 0.966
30 C 2.68 -0.14 -4.08  O14 1.429, H21 1.094, C55 1.528, H66 1.097
31 H 4.39 1.53 1.45  C59 1.092
32 F -1.85 -0.44 2.98  C44 1.382
33 C 1.71 -1.76 0.62  H36 1.092, N40 1.533, H62 1.094, C71 1.530
34 C -4.61 2.24 1.13  H4 1.096, C5 1.544, C27 1.550, C53 1.544
35 H -4.39 4.20 2.07  C27 1.095
36 H 2.16 -1.43 1.56  C33 1.092
37 C -1.48 -2.23 0.47  H1 1.097, O6 1.420, H8 1.090, C47 1.539
38 H -5.99 2.38 -0.56  C5 1.094
39 C 2.55 0.95 0.50  H11 1.090, C16 1.544, H58 1.087, C59 1.541
40 N 0.59 -0.76 0.33  C16 1.531, C33 1.533, C47 1.529, C69 1.517
41 O 5.93 0.48 -0.29  H2 0.963, H28 0.962
42 H -2.77 0.52 -0.01  C60 1.089
43 H -4.96 0.95 -0.64  C5 1.093
44 C -1.59 0.01 1.70  F32 1.382, C47 1.578, O48 1.403, C60 1.521
45 N -2.92 -4.03 0.98  O6 1.486, O46 1.146
46 O -2.64 -4.90 1.67  N45 1.146
47 C -0.65 -1.14 1.15  H9 1.095, C37 1.539, N40 1.529, C44 1.578
48 O -0.96 1.25 1.88  C44 1.403, C56 1.425
49 H 1.35 -5.18 -0.18  C68 1.093
50 H 0.78 -3.93 -1.26  C68 1.091
51 H -0.80 -0.38 -1.23  C69 1.091
52 Cl 1.08 3.37 -1.32  P26 2.036
53 C -3.95 1.02 1.81  H17 1.096, H25 1.093, C34 1.544, C60 1.557
54 H 1.46 0.97 -1.74  C23 1.086
55 C 2.27 -0.76 -2.75  H12 1.094, C23 1.536, C30 1.528, H67 1.096
56 C 0.10 1.69 1.04  C16 1.536, O18 1.406, P26 1.919, O48 1.425
57 H -2.86 3.39 1.81  C27 1.093
58 H 2.90 0.40 -0.37  C39 1.087
59 C 3.59 0.81 1.62  H31 1.092, C39 1.541, H64 1.093, H70 1.094
60 C -2.93 0.16 1.01  H42 1.089, C44 1.521, C53 1.557, H65 1.089
61 H -3.72 4.16 0.45  C27 1.093
62 H 2.48 -1.61 -0.15  C33 1.094
63 H 2.55 1.80 -4.44  O14 0.956
64 H 4.04 -0.19 1.65  C59 1.093
65 H -3.39 -0.82 0.93  C60 1.089
66 H 1.87 -0.21 -4.81  C30 1.097
67 H 3.15 -0.70 -2.11  C55 1.096
68 C 1.52 -4.15 -0.48  I3 2.125, H49 1.093, H50 1.091, C71 1.531
69 C 0.22 -0.74 -1.14  C23 1.524, H24 1.096, N40 1.517, H51 1.091
70 H 3.14 1.06 2.58  C59 1.094
71 C 1.44 -3.26 0.76  H20 1.099, H22 1.095, C33 1.530, C68 1.531